Entry 1:
ORCA calculation (ωB97M-V/def2-TZVPD) on a 2-piece molecular cluster, C4H6INO overall.

Structure (XYZ):
```
13
Properties=species:S:1:pos:R:3:nbo_charge:R:1
C -1.41 1.20 -0.37 0.6915
C -2.63 -0.59 0.14 0.0617
C 0.58 0.06 0.52 -0.5958
C 0.04 0.96 -0.61 -0.5397
N -2.26 -1.72 -0.05 -0.7054
O -2.15 2.10 -0.55 -0.4710
I -4.57 0.15 0.64 0.0294
H 0.29 -0.93 0.46 0.2360
H 0.41 0.59 1.44 0.2131
H 1.60 -0.06 0.42 0.2141
H 0.39 1.96 -0.45 0.2357
H 0.30 0.69 -1.61 0.2585
H -2.88 -2.50 -0.02 0.3720
```

Summary:
Relative energy (zero: lowest compared OMol25 entry of this formula, charge and spin) ... 3.2188 eV

Entry 2:
ORCA calculation (ωB97M-V/def2-TZVPD) on C39H32AsNO6PtS as an isolated structure.

Structure (XYZ):
```
81
Properties=species:S:1:pos:R:3:lowdin_charge:R:1
Pt -0.71 -1.54 1.54 1.1722
O -3.12 -1.81 -2.49 0.0115
C -2.37 -1.97 -1.51 -0.6570
O -1.17 -1.67 -1.37 -0.0620
C -3.01 -2.58 -0.26 -0.1458
C -4.30 -3.08 -0.30 0.0157
C -4.82 -3.75 0.79 -0.0251
C -4.00 -3.96 1.89 0.0135
C -2.73 -3.43 1.87 -0.1783
N -2.26 -2.69 0.84 0.0026
C -1.75 -3.67 2.99 -0.5829
O -1.98 -4.49 3.86 0.0887
O -0.64 -3.00 2.87 -0.1755
H -4.85 -2.93 -1.22 0.1206
H -5.83 -4.13 0.78 0.1122
H -4.30 -4.54 2.75 0.1248
O 0.76 -0.64 2.62 -0.5757
As 2.21 -0.18 1.91 1.2487
C 3.61 -0.87 3.02 -0.2945
C 4.75 -1.45 2.48 -0.0877
C 5.74 -1.93 3.32 -0.0748
C 5.59 -1.83 4.69 -0.0748
C 4.45 -1.26 5.24 -0.0690
C 3.46 -0.77 4.40 -0.0766
C 2.57 -0.82 0.15 -0.3253
C 3.15 0.02 -0.79 -0.0982
C 3.48 -0.48 -2.04 -0.0760
C 3.25 -1.82 -2.34 -0.0792
C 2.66 -2.65 -1.40 -0.0564
C 2.32 -2.16 -0.15 -0.0868
C 2.37 1.72 1.98 -0.2955
C 1.22 2.49 2.14 -0.0918
C 1.33 3.86 2.25 -0.0640
C 2.58 4.47 2.22 -0.0736
C 3.73 3.70 2.07 -0.0745
C 3.63 2.32 1.96 -0.0973
H 4.86 -1.54 1.40 0.1020
H 6.63 -2.39 2.90 0.1063
H 6.37 -2.21 5.35 0.1062
H 4.33 -1.19 6.31 0.1080
H 2.55 -0.34 4.82 0.1127
H 3.33 1.06 -0.56 0.0998
H 3.92 0.17 -2.79 0.1112
H 3.50 -2.20 -3.32 0.1112
H 2.46 -3.69 -1.64 0.1150
H 1.86 -2.81 0.59 0.1092
H 0.26 1.99 2.19 0.0845
H 0.44 4.47 2.37 0.1091
H 2.66 5.54 2.32 0.1064
H 4.70 4.17 2.06 0.1066
H 4.52 1.72 1.87 0.1089
O -0.44 0.30 0.46 -0.6959
S -1.13 1.44 -0.26 1.0255
C -2.80 0.91 -0.73 -0.2586
C -3.63 2.13 -1.05 -0.2716
C -3.88 3.11 -0.09 -0.0562
C -4.63 4.23 -0.41 -0.0816
C -5.15 4.37 -1.69 -0.0888
C -4.92 3.39 -2.64 -0.0724
C -4.16 2.27 -2.33 -0.0343
C -0.36 1.70 -1.89 -0.2438
C -0.58 0.73 -3.01 -0.2696
C 0.00 -0.54 -2.95 -0.0671
C 0.01 -1.31 -4.11 -0.0649
C -0.71 -0.92 -5.23 -0.0841
C -1.40 0.29 -5.23 -0.0844
C -1.31 1.11 -4.12 -0.0613
H -3.16 0.35 0.13 0.1111
H -2.73 0.26 -1.60 0.0672
H -3.48 3.00 0.91 0.1103
H -4.82 4.98 0.34 0.1026
H -5.74 5.24 -1.94 0.1015
H -5.33 3.49 -3.64 0.1050
H -3.98 1.50 -3.06 0.1155
H 0.69 1.80 -1.61 0.0913
H -0.73 2.69 -2.15 0.0984
H 0.83 -0.66 -2.27 0.0879
H 0.55 -2.25 -4.12 0.1051
H -0.71 -1.54 -6.11 0.1006
H -1.97 0.60 -6.10 0.0980
H -1.79 2.09 -4.13 0.1053
```

Summary:
Relative energy (zero: lowest compared OMol25 entry of this formula, charge and spin) ... 1.0738 eV

Entry 3:
ORCA calculation (ωB97M-V/def2-TZVPD) on C36H27CuN3OSi as an isolated structure.

Structure (XYZ):
```
69
Properties=species:S:1:pos:R:3:nbo_charge:R:1
Cu -0.63 1.71 0.12 1.4387
C -2.35 -1.27 3.05 -0.2497
C -1.79 -0.07 2.56 0.0794
N -1.77 0.24 1.29 -0.5403
C -2.33 -0.62 0.39 0.1978
C -2.89 -1.85 0.78 -0.1042
C -2.88 -2.15 2.16 -0.1238
C -3.44 -2.71 -0.20 -0.2216
C -3.43 -2.33 -1.50 -0.1859
C -2.89 -1.09 -1.91 -0.2578
C -2.34 -0.22 -1.00 0.1630
N -1.77 1.02 -1.28 -0.6986
C -2.43 2.01 -1.96 0.1751
C -3.20 1.91 -3.10 -0.2761
C -3.85 3.04 -3.64 -0.1640
C -3.76 4.28 -3.08 -0.2406
C -2.98 4.44 -1.91 -0.0902
C -2.87 5.65 -1.20 -0.1111
C -2.14 5.72 -0.05 -0.2704
C -1.48 4.57 0.40 0.0734
N -1.55 3.42 -0.24 -0.5503
C -2.30 3.32 -1.38 0.2067
H -2.32 -1.48 4.11 0.2274
H -1.31 0.63 3.24 0.2007
H -3.29 -3.09 2.50 0.2176
H -3.86 -3.66 0.11 0.2131
H -3.84 -2.99 -2.26 0.2155
H -2.86 -0.85 -2.96 0.2148
H -3.30 0.96 -3.59 0.2180
H -4.44 2.91 -4.54 0.2161
H -4.28 5.13 -3.50 0.2134
H -3.38 6.53 -1.58 0.2209
H -2.06 6.64 0.52 0.2290
H -0.86 4.59 1.29 0.2056
O 1.10 1.08 0.21 -1.3631
Si 1.93 -0.29 0.35 1.9372
C 1.76 -1.39 -1.16 -0.5158
C 2.81 -1.59 -2.06 -0.1298
C 2.67 -2.41 -3.17 -0.2394
C 1.47 -3.06 -3.41 -0.2125
C 0.41 -2.88 -2.54 -0.2147
C 0.55 -2.05 -1.43 -0.1969
C 1.40 -1.30 1.86 -0.4186
C 0.96 -2.62 1.83 -0.2271
C 0.65 -3.31 3.00 -0.2227
C 0.78 -2.69 4.23 -0.2239
C 1.23 -1.37 4.29 -0.2209
C 1.53 -0.69 3.12 -0.2175
C 3.75 0.08 0.62 -0.5197
C 4.28 1.36 0.45 -0.1835
C 5.63 1.62 0.65 -0.2251
C 6.49 0.59 1.01 -0.2114
C 5.98 -0.70 1.18 -0.2435
C 4.63 -0.94 0.99 -0.1286
H 3.76 -1.09 -1.88 0.2071
H 3.51 -2.55 -3.85 0.2084
H 1.37 -3.71 -4.27 0.2075
H -0.54 -3.38 -2.71 0.2078
H -0.29 -1.92 -0.77 0.2039
H 0.86 -3.13 0.88 0.2202
H 0.31 -4.34 2.95 0.2092
H 0.55 -3.22 5.14 0.2088
H 1.35 -0.88 5.25 0.2076
H 1.89 0.33 3.18 0.2117
H 3.61 2.17 0.17 0.2184
H 6.02 2.62 0.51 0.2074
H 7.54 0.78 1.16 0.2080
H 6.65 -1.51 1.46 0.2084
H 4.25 -1.95 1.13 0.2016
```

Summary:
Relative energy (zero: lowest compared OMol25 entry of this formula, charge and spin) ... 0.0553 eV
Expectation value of S² ... 0.75
2S+1 ... 2

Entry 4:
ORCA calculation (ωB97M-V/def2-TZVPD) on C6H5N2O6Pr as an isolated structure.

Structure (XYZ):
```
20
Properties=species:S:1:pos:R:3:mulliken_spin:R:1
O -0.09 5.59 -0.93 -0.0001
C -0.12 4.50 -1.26 0.0003
Pr 0.04 -0.18 0.50 2.1843
C 0.27 -2.17 -0.94 -0.0514
O 0.19 -3.27 -1.35 -0.0275
C -0.22 -0.73 -2.03 -0.0750
O -0.51 -0.94 -3.15 -0.0335
C 2.28 -0.60 -0.59 -0.0077
O 3.22 -0.60 -1.25 0.0009
C -2.14 -0.48 -0.77 0.0046
O -3.06 -0.58 -1.45 0.0001
H 0.13 0.38 -1.54 0.0138
N 1.15 -0.15 4.66 -0.0001
C 0.00 -0.15 3.99 -0.0011
N -1.16 -0.11 4.66 -0.0004
O 0.02 -0.20 2.72 -0.0071
H 1.14 -0.10 5.67 -0.0001
H 2.02 -0.10 4.14 0.0000
H -2.01 -0.04 4.09 0.0000
H -1.16 -0.06 5.67 -0.0001
```

Summary:
Net charge ... +2
Relative energy (zero: lowest compared OMol25 entry of this formula, charge and spin) ... 0.0000 eV
Expectation value of S² ... 2.08
2S+1 ... 3